No. 1
{
  "formula": "C33H43B2BrCl60NO7",
  "method": "wB97M-V/def2-TZVPD",
  "species": ["C", "C", "C", "O", "B", "Br", "B", "O", "O", "C", "C", "O", "C", "C", "C", "O", "C", "C", "O", "C", "C", "O", "C", "N", "H", "H", "H", "H", "H", "H", "H", "H", "H", "H", "H", "H", "H", "H", "H", "H", "H", "H", "H", "H", "H", "H", "H", "C", "Cl", "Cl", "Cl", "H", "C", "Cl", "Cl", "Cl", "H", "C", "Cl", "Cl", "Cl", "H", "C", "Cl", "Cl", "Cl", "H", "C", "Cl", "Cl", "Cl", "H", "C", "Cl", "Cl", "Cl", "H", "C", "Cl", "Cl", "Cl", "H", "C", "Cl", "Cl", "Cl", "H", "C", "Cl", "Cl", "Cl", "H", "C", "Cl", "Cl", "Cl", "H", "C", "Cl", "Cl", "Cl", "H", "C", "Cl", "Cl", "Cl", "H", "C", "Cl", "Cl", "Cl", "H", "C", "Cl", "Cl", "Cl", "H", "C", "Cl", "Cl", "Cl", "H", "C", "Cl", "Cl", "Cl", "H", "C", "Cl", "Cl", "Cl", "H", "C", "Cl", "Cl", "Cl", "H", "C", "Cl", "Cl", "Cl", "H", "C", "Cl", "Cl", "Cl", "H"],
  "positions_angstrom": [[-3.960, 0.356, 1.601], [-2.882, 0.435, 1.097], [-1.520, 0.381, 0.644], [-1.408, -0.634, -0.264], [-1.252, -1.909, 0.510], [0.377, -3.053, -0.142], [-2.605, -2.858, 0.095], [-2.915, -3.000, -1.253], [-3.465, -3.527, 0.971], [-4.667, -2.755, 1.054], [-5.799, -3.307, 0.274], [-1.109, -1.433, 1.888], [-0.626, -0.142, 1.843], [0.815, 0.049, 1.424], [1.790, -0.730, 2.254], [3.149, -0.315, 1.990], [3.721, -0.881, 0.923], [4.853, -0.117, 0.347], [3.384, -1.930, 0.469], [-0.884, 0.596, 3.134], [-0.871, 2.107, 3.004], [0.208, 2.615, 3.793], [-2.181, 2.768, 3.413], [-2.710, 3.725, 2.454], [-4.802, 0.263, 2.198], [-1.177, 1.316, 0.248], [-3.155, -2.154, -1.629], [-4.896, -2.629, 2.097], [-4.461, -1.773, 0.654], [-5.856, -4.355, 0.325], [-6.711, -2.851, 0.618], [-5.697, -3.028, -0.746], [1.062, 1.092, 1.551], [0.963, -0.177, 0.383], [1.642, -1.783, 2.166], [1.615, -0.494, 3.284], [5.514, -0.860, -0.025], [5.345, 0.450, 1.116], [4.521, 0.469, -0.492], [-1.782, 0.254, 3.599], [-0.103, 0.343, 3.821], [-0.663, 2.434, 2.002], [-0.130, 3.193, 4.474], [-2.952, 2.036, 3.531], [-2.065, 3.265, 4.364], [-1.944, 4.276, 2.100], [-3.045, 3.204, 1.657], [-0.217, 7.196, 0.850], [-0.959, 8.080, 2.185], [0.311, 5.607, 1.392], [-1.343, 7.048, -0.499], [0.651, 7.746, 0.514], [8.926, -1.872, -0.244], [7.879, -3.256, 0.050], [7.953, -0.419, -0.456], [10.087, -1.673, 1.071], [9.481, -2.053, -1.154], [3.024, 1.326, -3.428], [2.592, 3.005, -3.092], [4.719, 1.219, -3.923], [2.717, 0.304, -2.034], [2.413, 0.972, -4.245], [-0.611, 11.605, 4.724], [-1.456, 10.065, 4.631], [0.536, 11.772, 3.395], [-1.757, 12.950, 4.731], [-0.058, 11.635, 5.651], [0.929, -4.523, -3.524], [0.859, -5.311, -5.115], [1.847, -5.490, -2.385], [1.629, -2.914, -3.678], [-0.081, -4.418, -3.149], [-1.377, -7.914, -0.291], [-2.632, -8.405, 0.855], [-0.036, -9.066, -0.218], [-1.995, -7.805, -1.944], [-1.009, -6.936, -0.002], [-2.742, 5.487, -4.218], [-2.290, 6.216, -5.760], [-1.394, 4.612, -3.502], [-3.332, 6.712, -3.094], [-3.539, 4.781, -4.400], [-5.806, -7.383, -4.510], [-6.337, -5.732, -4.145], [-4.098, -7.438, -4.950], [-6.157, -8.509, -3.199], [-6.372, -7.690, -5.377], [-2.511, -4.478, -7.162], [-3.549, -5.120, -5.894], [-3.451, -4.097, -8.612], [-1.645, -3.051, -6.601], [-1.789, -5.244, -7.429], [4.448, 1.046, 4.470], [3.115, 2.011, 5.079], [5.675, 2.066, 3.710], [5.166, 0.076, 5.771], [4.064, 0.371, 3.717], [-4.086, 7.111, 5.524], [-4.935, 5.571, 5.458], [-2.956, 7.260, 4.178], [-5.227, 8.462, 5.535], [-3.521, 7.146, 6.445], [8.470, -6.018, -2.686], [8.549, -6.981, -4.161], [9.441, -6.742, -1.408], [8.983, -4.359, -2.997], [7.441, -5.992, -2.355], [8.780, 1.024, 4.958], [8.834, 0.086, 3.472], [9.748, 0.244, 6.219], [9.336, 2.675, 4.684], [7.757, 1.064, 5.299], [-5.573, -0.958, -4.222], [-6.597, -2.389, -4.051], [-6.545, 0.502, -4.491], [-4.523, -0.748, -2.832], [-4.954, -1.100, -5.096], [-6.442, 2.715, -1.233], [-5.621, 3.300, -2.687], [-5.323, 1.924, -0.116], [-7.278, 4.059, -0.438], [-7.180, 1.990, -1.539], [-10.593, 1.905, -3.889], [-11.770, 0.624, -3.605], [-11.396, 3.392, -4.394], [-9.608, 2.183, -2.456], [-9.939, 1.588, -4.689], [10.184, -8.558, 2.377], [11.570, -9.032, 1.388], [9.854, -6.841, 2.205], [8.766, -9.520, 1.960], [10.429, -8.753, 3.411], [-0.471, -7.219, -9.622], [-2.200, -7.000, -9.886], [-0.004, -6.639, -8.023], [-0.014, -8.910, -9.825], [0.061, -6.636, -10.360], [9.829, -4.026, 5.013], [8.609, -4.875, 5.966], [11.237, -5.056, 4.740], [9.167, -3.485, 3.477], [10.148, -3.157, 5.572], [-4.265, 15.525, 3.173], [-5.699, 15.539, 4.198], [-4.706, 15.689, 1.475], [-3.139, 16.796, 3.654], [-3.771, 14.572, 3.300]],
  "atomic_forces_ev_per_a": [[0.525, 0.087, 0.261], [-0.373, 0.529, 0.498], [0.912, -0.158, 0.643], [0.748, -0.829, -1.404], [-1.365, 0.308, 0.205], [0.255, -0.086, -0.152], [0.647, -0.622, 0.388], [-0.814, -0.179, -0.120], [-0.119, -0.062, 0.239], [0.961, -0.161, -0.113], [-0.375, 0.653, -0.006], [0.920, -1.307, 0.217], [-1.287, 1.165, -0.751], [0.617, -0.046, -0.090], [-0.286, 0.113, 0.544], [-0.489, 0.486, 0.211], [0.294, -0.220, -0.357], [0.067, -0.087, 0.711], [-0.480, -0.738, -0.283], [0.316, -0.070, -0.103], [-0.012, 0.086, 0.994], [0.641, 0.191, -0.016], [-0.343, 0.271, -0.595], [-0.008, 0.177, 0.030], [-1.115, -0.121, 0.445], [0.208, 0.692, -0.409], [0.617, 0.127, -0.372], [-0.160, -0.031, 0.614], [-0.041, 0.579, 0.082], [-0.169, -1.426, 0.238], [-0.635, 0.064, 0.252], [0.165, 0.061, -1.093], [0.080, 0.610, 0.049], [-0.101, -0.304, -0.573], [0.238, -0.743, -0.444], [0.201, 0.221, 0.743], [0.533, -0.480, -0.352], [0.248, 0.578, 0.118], [-0.003, 0.467, 0.062], [-0.805, -0.331, 0.062], [0.511, -0.152, 0.525], [0.130, -0.050, -0.702], [-0.164, 0.156, 0.115], [-0.373, -0.556, 0.262], [0.111, 0.226, 0.534], [0.127, 0.416, -0.090], [-0.262, -0.106, -0.240], [-0.258, -0.160, -0.016], [0.409, 0.153, -0.422], [0.161, -0.099, 0.042], [0.113, 0.029, 0.031], [0.036, 0.052, -0.002], [-0.067, -0.022, 0.019], [-0.059, -0.051, 0.199], [0.416, 0.107, -0.099], [0.101, 0.098, -0.381], [0.008, -0.022, -0.052], [0.044, -0.022, 0.185], [-0.067, 0.043, -0.032], [0.031, -0.024, -0.045], [-0.403, -0.099, -0.351], [-0.028, 0.029, -0.066], [-0.040, -0.091, -0.154], [-0.033, 0.198, 0.210], [0.028, 0.013, 0.005], [-0.008, 0.075, 0.073], [0.024, 0.033, 0.052], [0.039, 0.211, 0.135], [-0.004, -0.111, 0.011], [0.029, -0.151, -0.050], [-0.003, 0.011, -0.066], [-0.042, 0.029, 0.049], [0.017, -0.091, -0.037], [-0.017, 0.128, -0.157], [0.091, 0.065, -0.017], [-0.063, 0.030, 0.173], [-0.021, 0.001, 0.005], [0.109, 0.030, 0.158], [-0.002, -0.012, -0.023], [0.061, -0.079, -0.049], [-0.164, 0.034, -0.101], [-0.068, -0.010, -0.010], [-0.087, -0.126, -0.103], [0.158, -0.262, 0.164], [-0.810, -1.994, 1.118], [-0.054, 0.143, 0.041], [-0.011, -0.126, -0.031], [-0.163, 0.343, 0.133], [0.891, 1.861, -1.163], [-0.115, 0.128, -0.065], [0.140, 0.110, -0.027], [-0.212, 0.244, 0.107], [-0.052, 0.002, 0.165], [0.011, -0.023, -0.051], [0.027, 0.045, -0.031], [0.066, -0.007, -0.028], [0.014, -0.006, -0.059], [-0.038, -0.051, -0.111], [0.003, -0.017, 0.016], [-0.316, -0.232, 0.277], [0.010, 0.029, 0.027], [0.020, 0.018, 0.053], [0.065, -0.035, 0.060], [-0.018, 0.002, -0.013], [-0.014, 0.004, 0.021], [0.079, 0.033, -0.217], [-0.055, 0.015, 0.008], [0.093, -0.047, -0.083], [-0.013, 0.116, 0.102], [-0.011, -0.023, 0.039], [-0.013, 0.018, 0.009], [-0.099, 0.007, 0.043], [-0.019, -0.134, -0.017], [0.012, 0.227, 0.015], [-0.051, -0.150, -0.017], [-0.153, 0.327, -0.026], [0.034, -0.023, -0.057], [0.198, 0.176, 0.334], [0.066, 0.009, 0.044], [-0.311, 0.346, -0.653], [-0.062, -0.060, -0.019], [-0.012, -0.071, -0.089], [-0.024, -0.036, 0.029], [0.000, -0.020, -0.010], [0.010, 0.017, -0.020], [-0.096, 0.058, 0.008], [0.034, -0.021, -0.039], [-0.062, 0.037, -0.092], [0.035, -0.013, 0.002], [-0.080, -0.027, -0.097], [-0.009, -0.020, 0.013], [0.022, -0.022, 0.050], [-0.086, -0.125, 0.046], [0.081, -0.067, -0.028], [0.234, -0.165, -0.089], [0.031, -0.011, -0.025], [0.024, 0.043, -0.034], [-0.145, -0.110, -0.094], [0.014, 0.011, 0.034], [0.178, 0.084, 0.201], [-0.045, -0.161, 0.226], [0.013, 0.047, 0.019], [-0.045, 0.080, -0.024], [-0.002, -0.020, 0.025], [0.008, -0.014, -0.021], [0.023, -0.030, 0.015], [0.028, -0.049, -0.007]],
  "homo_lumo_gap_ev": 6.32,
  "spin_multiplicity": 1,
  "energy_ha": -32099.94636,
  "total_charge": -1
}

---

No. 2
{
  "formula": "C33H43BrCl3MgN5O16S",
  "method": "wB97M-V/def2-TZVPD",
  "species": ["N", "C", "N", "C", "C", "C", "N", "C", "S", "O", "O", "H", "H", "H", "H", "H", "H", "H", "H", "H", "H", "H", "H", "C", "C", "C", "O", "C", "C", "C", "O", "O", "O", "H", "H", "H", "H", "C", "C", "N", "H", "H", "H", "C", "C", "C", "O", "C", "C", "C", "O", "O", "O", "H", "H", "H", "H", "Br", "Cl", "C", "C", "C", "C", "C", "C", "N", "O", "O", "H", "H", "H", "H", "H", "Cl", "C", "C", "Cl", "H", "H", "H", "H", "Mg", "C", "C", "O", "O", "H", "H", "H", "O", "C", "O", "C", "C", "C", "H", "H", "H", "H", "H", "H", "H", "H"],
  "positions_angstrom": [[2.737, 2.436, -4.113], [2.573, 1.516, -3.187], [3.407, 1.597, -1.968], [2.479, 1.949, -0.851], [1.135, 1.164, -0.891], [1.067, 0.080, -2.001], [1.723, 0.463, -3.291], [0.759, 0.613, -4.394], [-0.638, 1.741, -4.025], [-1.483, 1.705, -5.210], [-0.203, 3.104, -3.768], [3.659, 2.532, -4.537], [2.038, 3.126, -4.392], [3.772, 0.647, -1.825], [3.052, 1.798, 0.090], [2.317, 3.051, -0.908], [0.307, 1.903, -0.909], [1.039, 0.623, 0.076], [1.611, -0.820, -1.630], [0.012, -0.253, -2.119], [0.311, -0.398, -4.562], [1.297, 0.859, -5.329], [-1.416, 1.220, -2.982], [2.690, 6.540, 1.291], [2.786, 7.890, 1.343], [1.803, 8.769, 0.631], [1.914, 9.972, 0.717], [0.747, 8.121, -0.147], [0.659, 6.786, -0.198], [1.622, 5.907, 0.534], [1.489, 4.693, 0.470], [-0.298, 6.159, -0.909], [3.748, 8.490, 2.028], [3.391, 5.893, 1.798], [0.055, 8.763, -0.670], [-0.134, 5.207, -0.766], [3.597, 9.449, 1.911], [0.611, -3.791, 0.311], [-0.027, -2.502, 0.085], [-0.529, -1.486, -0.092], [0.256, -4.541, -0.397], [1.694, -3.725, 0.201], [0.409, -4.167, 1.316], [-0.611, 7.953, -6.222], [-1.215, 9.146, -6.227], [-1.613, 9.828, -4.955], [-2.143, 10.920, -5.009], [-1.347, 9.139, -3.695], [-0.746, 7.944, -3.691], [-0.324, 7.276, -4.961], [0.238, 6.197, -4.906], [-0.490, 7.284, -2.548], [-1.493, 9.790, -7.366], [-0.317, 7.453, -7.134], [-1.655, 9.634, -2.784], [-0.056, 6.459, -2.825], [-1.925, 10.624, -7.099], [4.590, 7.508, -0.680], [5.106, 2.916, -2.780], [-2.981, -8.851, 3.271], [-2.343, -8.279, 2.177], [-1.392, -7.294, 2.369], [-1.084, -6.892, 3.662], [-1.720, -7.450, 4.759], [-2.673, -8.435, 4.559], [-0.060, -5.866, 3.871], [0.471, -5.377, 2.878], [0.212, -5.557, 5.006], [-3.723, -9.627, 3.118], [-2.589, -8.606, 1.175], [-0.900, -6.854, 1.513], [-1.486, -7.138, 5.771], [-3.173, -8.880, 5.410], [7.352, -0.399, -2.516], [7.963, -0.837, -4.133], [8.221, 0.377, -4.994], [6.711, 1.203, -5.455], [7.241, -1.508, -4.595], [8.891, -1.387, -3.982], [8.713, 0.076, -5.918], [8.859, 1.099, -4.488], [-2.276, -0.620, -4.057], [0.398, -6.991, 8.659], [-0.257, -8.347, 8.388], [-1.316, -8.331, 7.721], [0.342, -9.334, 8.867], [-0.179, -6.179, 8.212], [0.464, -6.819, 9.735], [1.405, -6.974, 8.237], [-4.343, -5.835, 2.528], [-5.245, -5.952, 3.310], [-6.401, -6.518, 2.914], [-7.468, -6.865, 3.803], [-8.368, -5.676, 4.071], [-5.136, -5.397, 4.708], [-7.081, -7.314, 4.720], [-8.040, -7.643, 3.297], [-7.828, -4.866, 4.564], [-9.208, -5.965, 4.705], [-8.756, -5.275, 3.134], [-5.365, -4.332, 4.689], [-4.113, -5.542, 5.053], [-5.777, -5.897, 5.431]],
  "atomic_forces_ev_per_a": [[-0.377, 0.282, -1.478], [1.118, -0.837, 1.540], [-2.071, -2.225, -1.775], [0.292, 1.063, 0.446], [0.257, 0.105, 0.699], [0.563, -1.255, 1.535], [-1.338, 3.692, 0.464], [0.304, -1.990, 0.005], [-0.367, 3.296, -2.466], [0.257, -1.330, 0.688], [0.882, -0.997, 1.130], [0.096, 0.674, 1.104], [-0.370, -0.822, -0.184], [0.260, 0.384, 0.226], [-0.404, -0.079, -0.696], [0.000, -0.801, -0.024], [0.336, -0.554, -0.346], [-0.154, 0.287, -0.757], [-0.466, 0.573, -0.268], [0.805, 0.174, -0.392], [0.165, 0.746, 0.172], [-0.749, 0.465, 0.480], [0.749, -0.291, -0.104], [-0.194, -0.679, -0.121], [1.149, 0.202, 0.409], [-0.654, 0.088, -0.597], [0.278, -0.030, 0.308], [0.150, 0.058, 0.196], [-0.528, 0.229, -0.216], [0.500, 0.108, 0.315], [-0.223, -0.029, -0.228], [1.066, -2.307, 3.359], [-1.082, 0.156, 0.142], [0.012, 0.075, 0.038], [0.013, 0.000, 0.040], [-0.075, -0.048, 0.274], [0.139, 0.032, 0.006], [0.138, -0.329, 0.063], [0.087, -0.324, 0.068], [-0.035, 0.120, -0.053], [-0.130, 0.167, -0.046], [-0.052, 0.181, -0.003], [-0.075, 0.208, -0.112], [0.123, -0.270, 0.182], [0.129, -0.192, -0.725], [-0.048, -0.008, 0.719], [-0.013, 0.031, -0.388], [-0.089, 0.207, -0.214], [-0.046, 0.223, 0.679], [0.004, 0.054, -0.704], [0.014, -0.044, 0.376], [-0.437, 1.999, -4.045], [-0.104, 0.151, 0.662], [-0.007, 0.032, -0.003], [0.003, 0.001, -0.012], [-0.053, 0.045, 0.012], [0.010, 0.014, -0.084], [-0.017, -0.369, -0.525], [1.365, 0.804, 0.289], [0.019, 0.007, 0.010], [0.004, -0.086, 0.105], [0.104, 0.021, -0.244], [-0.395, -0.424, -0.192], [0.140, 0.321, 0.379], [-0.159, -0.087, -0.198], [-0.126, -0.075, 0.115], [0.040, -0.079, 0.161], [0.068, 0.117, -0.086], [0.027, 0.036, -0.004], [0.013, 0.067, 0.027], [0.058, 0.060, 0.143], [0.101, -0.121, -0.024], [0.162, 0.052, 0.065], [-0.078, 0.003, 0.004], [0.083, -0.097, -0.101], [0.180, -0.082, -0.008], [-0.021, -0.002, -0.072], [-0.016, 0.093, 0.028], [0.005, 0.087, 0.004], [-0.067, -0.055, 0.030], [-0.133, -0.004, 0.047], [-1.082, -0.977, -0.104], [0.051, 0.192, 0.017], [0.339, 0.921, 0.133], [-0.147, -0.576, -0.098], [-0.401, -0.303, -0.230], [-0.041, -0.075, -0.031], [0.098, -0.057, -0.026], [0.012, -0.033, 0.102], [-0.106, -0.060, -0.320], [0.069, 0.386, 0.426], [0.005, -0.382, -0.399], [-0.128, 0.160, 0.180], [0.035, 0.190, 0.023], [0.090, -0.484, 0.367], [0.047, 0.101, -0.004], [0.178, 0.019, -0.145], [-0.015, -0.076, 0.077], [0.020, -0.010, -0.023], [-0.025, -0.108, 0.007], [-0.003, -0.015, -0.010], [0.012, 0.169, -0.166], [-0.123, 0.147, -0.025]],
  "homo_lumo_gap_ev": 0.82,
  "spin_multiplicity": 1,
  "energy_ha": -7313.19972
}